Density functional theory data (wB97M-V/def2-TZVPD) for a molecular structure, C54H47FN6O4S4W.

Output
largest force on an atom = 0.0147 Eh/bohr
energy = -121758.159 eV
frontier orbital gap (alpha / beta) = 6.8 / 7.7 eV
2S+1 = 3
net charge = +2
relative energy (zero: lowest compared OMol25 entry of this formula, charge and spin) = 22.9 kcal/mol

Last column: Mulliken charge in e.
Atoms and positions in Å:
W  -0.841  1.000  0.027  0.878
N  1.144  1.335  0.072  0.733
S  2.597  1.275  -0.091  0.722
N  3.231  0.303  -1.243  -0.389
S  2.505  -1.063  -1.473  1.415
N  2.119  -1.851  -0.207  0.085
S  0.662  -2.011  0.520  1.638
N  -0.279  -0.905  0.710  -0.863
C  -0.033  -3.408  -0.337  -0.123
C  0.779  -4.460  -0.746  -0.555
C  0.201  -5.524  -1.417  -0.667
C  -1.169  -5.531  -1.667  -0.748
C  -1.967  -4.482  -1.236  -0.590
C  -1.398  -3.411  -0.559  -0.135
C  1.206  -2.724  2.052  0.621
C  0.199  -3.249  2.854  -0.642
C  0.534  -3.786  4.084  -0.824
C  1.861  -3.793  4.501  -0.701
C  2.852  -3.260  3.691  -1.061
C  2.532  -2.717  2.455  -0.025
C  3.714  -2.044  -2.294  0.423
C  3.886  -1.917  -3.664  -0.536
C  4.885  -2.663  -4.271  -0.918
C  5.687  -3.503  -3.512  -0.657
C  5.502  -3.609  -2.138  -0.892
C  4.508  -2.875  -1.514  -0.219
C  1.184  -0.882  -2.648  0.177
C  0.457  -2.013  -3.003  -0.076
C  -0.575  -1.875  -3.915  -0.719
C  -0.862  -0.633  -4.465  -0.781
C  -0.107  0.482  -4.128  -0.504
C  0.932  0.364  -3.215  -0.727
C  3.369  2.805  -0.535  0.459
C  4.171  2.960  -1.655  -0.162
C  4.678  4.223  -1.931  -0.895
C  4.384  5.293  -1.099  -0.603
C  3.575  5.118  0.020  -0.878
C  3.057  3.868  0.307  -0.559
C  3.379  0.823  1.432  0.512
C  4.739  0.536  1.453  -0.721
C  5.329  0.235  2.669  -0.832
C  4.567  0.240  3.834  -0.643
C  3.213  0.533  3.791  -0.790
C  2.603  0.828  2.579  -0.005
H  1.843  -4.447  -0.548  0.408
H  0.817  -6.351  -1.743  0.471
H  -1.612  -6.367  -2.193  0.453
H  -3.033  -4.491  -1.420  0.539
H  -2.004  -2.585  -0.220  0.328
H  -0.832  -3.240  2.522  0.514
H  -0.237  -4.203  4.717  0.456
H  2.120  -4.220  5.460  0.431
H  3.883  -3.263  4.019  0.509
H  3.300  -2.291  1.824  0.366
H  3.260  -1.259  -4.251  0.533
H  5.034  -2.585  -5.339  0.456
H  6.463  -4.083  -3.994  0.424
H  6.132  -4.265  -1.554  0.486
H  4.346  -2.951  -0.447  0.318
H  0.684  -2.984  -2.582  0.634
H  -1.152  -2.745  -4.198  0.527
H  -1.670  -0.535  -5.179  0.459
H  -0.323  1.443  -4.572  0.543
H  1.559  1.211  -2.983  0.314
H  4.403  2.118  -2.290  0.481
H  5.309  4.367  -2.798  0.471
H  4.788  6.271  -1.321  0.421
H  3.349  5.954  0.667  0.461
H  2.411  3.723  1.166  0.514
H  5.323  0.550  0.541  0.479
H  6.387  0.010  2.712  0.475
H  5.039  0.019  4.783  0.464
H  2.625  0.536  4.699  0.530
H  1.547  1.063  2.523  0.299
O  -2.672  0.442  0.956  -1.200
C  -3.054  -0.242  -0.059  0.863
O  -2.282  -0.192  -1.069  -0.648
C  -4.282  -1.028  -0.045  0.425
C  -4.742  -1.585  -1.234  -0.550
C  -5.907  -2.350  -1.266  -1.181
C  -6.560  -2.527  -0.068  0.989
O  -7.696  -3.216  0.159  -0.481
C  -7.953  -3.138  1.569  -0.255
O  -6.941  -2.301  2.137  -0.497
C  -6.098  -1.971  1.124  0.636
C  -4.965  -1.212  1.175  -1.073
H  -4.182  -1.407  -2.142  0.655
H  -6.290  -2.777  -2.181  0.481
H  -7.886  -4.137  2.000  0.264
H  -8.931  -2.689  1.731  0.268
H  -4.604  -0.777  2.096  0.633
F  -0.510  5.445  4.427  -0.366
C  -0.601  4.535  3.444  0.165
C  -0.947  3.238  3.757  -0.907
C  -1.044  2.317  2.716  -0.415
C  -0.801  2.672  1.385  1.096
C  -0.438  3.995  1.125  -0.502
C  -0.342  4.932  2.143  -1.011
H  -1.142  2.966  4.786  0.546
H  -1.331  1.299  2.966  0.451
H  -0.225  4.312  0.110  0.562
H  -0.070  5.962  1.947  0.539
C  -3.585  5.312  -2.171  -0.905
N  -3.828  4.629  -0.920  0.072
C  -4.765  5.171  0.068  -0.641
C  -4.733  4.122  1.194  -0.652
N  -3.668  3.226  0.749  0.455
C  -3.238  3.526  -0.471  0.479
S  -2.106  2.630  -1.403  -0.718
H  -3.406  6.370  -1.979  0.335
H  -4.445  5.213  -2.835  0.320
H  -2.709  4.887  -2.654  0.296
H  -5.755  5.290  -0.372  0.383
H  -4.416  6.149  0.403  0.367
H  -5.676  3.582  1.282  0.312
H  -4.489  4.562  2.159  0.337
H  -3.449  2.335  1.172  0.083